1.
This record from the Open Molecules 2025 dataset describes C24H29N5O3S in the gas phase in a non-equilibrium geometry. The level of theory is the ωB97M-V functional and the def2-TZVPD basis.

Structure (XYZ):
```
62
Properties=species:S:1:pos:R:3:forces:R:3:lowdin_charge:R:1
H 3.29176 3.85382 1.03812 0.0430 -0.0147 -0.0066 0.09
H 5.81153 -3.28503 -1.78026 0.0307 -0.0731 -0.0500 0.10
C -4.28591 -0.10223 0.35329 -0.0063 -0.3768 -0.1035 -0.06
N 0.54275 2.24264 0.96477 -0.5552 -1.0968 0.4480 0.01
H -1.87678 3.76580 -1.74920 -0.0915 -0.2050 -0.0655 0.08
C 1.88248 2.25777 0.83368 0.6124 -0.2159 0.0209 -0.16
H 1.69474 -1.89174 2.57550 -0.0010 0.0095 0.0392 0.09
H -5.32716 -0.10092 0.67687 -0.1033 -0.0365 0.0377 0.13
H -4.57420 1.57780 -0.96283 0.0252 -0.0952 -0.0993 0.09
H 3.27857 -1.09374 2.72169 0.1480 -0.0581 0.0414 0.09
N -0.33019 3.19760 0.65873 -0.1585 1.1104 -0.3294 0.12
C 2.48930 3.54008 0.37317 -0.0806 0.0692 -0.0010 0.01
H 1.71412 4.30202 0.35455 0.0936 0.0463 -0.0262 0.08
H -2.80414 -1.30573 -2.32013 0.0742 0.0279 -0.0166 0.13
H 6.68107 -2.79047 0.48614 0.0624 -0.0600 0.0402 0.10
C 4.51971 -1.58104 -1.80312 -0.0116 -0.0219 0.0194 -0.04
H -6.52633 -2.47647 -0.02500 0.0703 -0.0885 0.0302 0.12
H -1.94812 -2.52399 -0.36371 -0.0261 -0.0696 0.0222 0.13
H -5.76965 -2.16961 2.17761 0.0534 -0.0939 -0.0354 0.12
C 4.04063 0.98988 0.95877 -0.0611 -0.0053 0.0142 -0.08
H 4.15322 -1.78852 -2.79831 -0.0425 0.0031 -0.1046 0.11
C 1.79367 -0.01490 1.62756 -0.2376 0.0508 0.0151 -0.24
C -0.14635 1.11194 1.39283 0.1822 0.8410 -0.2895 -0.33
C -2.31003 -1.50453 -0.23538 -0.4627 -0.1026 0.0341 -0.05
C -2.23368 -0.75619 -1.56401 0.3795 -0.2496 0.0396 -0.10
H 4.50658 0.95036 1.94814 0.0907 0.0596 -0.0652 0.13
C 4.03879 -0.46381 -1.12981 0.0620 -0.0651 0.0031 -0.22
S -2.98958 3.35103 0.34005 -0.0405 0.2088 -0.1343 0.96
H 3.37330 1.47006 -1.76180 -0.0400 0.1441 -0.0257 0.08
C 5.45565 -2.42432 -1.23405 0.0371 -0.0759 -0.0035 -0.08
H 2.80571 -1.84147 1.19910 0.0822 -0.0785 -0.0055 0.09
H -3.67895 0.43214 1.08486 -0.0754 0.0029 -0.0297 0.10
H 4.39919 1.89438 0.46418 0.0235 0.0394 0.0894 0.12
C 2.54730 1.08534 1.13370 -0.2114 0.4802 -0.0068 -0.12
O -0.80557 1.54506 -1.85202 0.3322 0.0847 -0.0494 0.04
C -5.08454 -2.80539 1.60229 -0.3072 -0.0547 0.0064 -0.15
C -3.75510 -1.54371 0.25976 0.3928 0.4321 -0.0102 -0.51
C -1.49496 2.61487 0.87878 0.2134 0.1829 0.2214 -0.70
H -4.75239 -0.01142 -1.74558 -0.0219 0.1369 0.0423 0.13
H -4.96687 -3.76220 2.11369 -0.0695 0.0772 -0.0185 0.12
H 2.89013 3.43623 -0.63415 0.0446 -0.0044 -0.0535 0.09
H 5.84116 -0.83877 1.70858 -0.0003 0.0370 0.1120 0.11
N -2.79535 0.57570 -1.44908 -0.0392 -0.1798 -0.1393 -0.04
N 0.48591 0.01344 1.74870 0.0490 -0.6644 0.2433 0.20
C 5.46281 -1.04870 0.71753 0.0106 0.0463 -0.0525 -0.06
C 2.43732 -1.28885 2.06103 -0.0040 -0.1048 0.0098 0.00
C -4.17310 0.56845 -1.01634 -0.3703 0.0479 0.2215 -0.14
H -1.19681 -0.65511 -1.88765 -0.1927 -0.0576 -0.0225 0.12
H -5.61075 -4.00049 -0.17882 -0.0508 0.0942 0.0392 0.12
H 2.06385 0.36292 -1.36318 -0.1038 0.0647 -0.0397 0.08
H -1.71295 -1.00708 0.52837 0.0088 -0.0218 -0.0452 0.10
C -1.99465 1.64528 -1.58906 -0.1730 0.2075 -0.3846 -0.54
C 4.50786 -0.20530 0.16158 0.2326 -0.0078 -0.0335 -0.21
H 2.95737 0.15829 -2.86268 -0.0073 0.0314 -0.0646 0.08
H -3.53800 3.15280 -1.98689 -0.0411 -0.0138 -0.0201 0.08
C 5.93925 -2.15057 0.03242 0.0468 -0.0598 0.0263 -0.09
N -1.44408 1.36496 1.34493 -0.1867 -0.4793 0.2790 0.15
C 3.05245 0.43147 -1.81485 -0.0775 -0.0417 -0.0005 -0.02
O -4.55247 -2.32204 -0.62362 0.3172 0.1125 -0.1717 -0.05
C -5.55363 -2.95638 0.13906 -0.2569 -0.1523 0.1811 -0.15
C -2.61268 3.02787 -1.42893 0.0967 0.2063 0.2736 -0.34
O -3.81325 -2.20931 1.50045 0.2922 0.0702 -0.0461 -0.03
```
Positions in Å, forces in eV/Å.

Computed properties:
DFT total energy: -1829.67075 Eh
Kohn-Sham gap: 9.3 eV
Net charge: 0
Lowest unoccupied orbital energy: 0.465 eV
Energy relative to the best compared isomer or geometry (same formula, charge and spin): 55.5 kcal/mol
SMILES: Cc1ccccc1Cc1c(C)nc2nc(SCC(=O)N3CCC4(CC3)OCCO4)nn2c1C
HOMO energy: -0.3237 Eh

---

2.
This record from the Open Molecules 2025 dataset describes a molecular structure, C29H50BrNOP2Pt in a non-equilibrium geometry. The level of theory is the ωB97M-V functional and the def2-TZVPD basis.

Structure (XYZ):
```
85
Properties=species:S:1:pos:R:3:forces:R:3:lowdin_spin:R:1
H -3.16561 -2.70437 -0.14801 0.1899 0.0050 0.0616 0.01
C -1.46164 0.98203 -2.86787 -0.4923 -1.1295 0.6377 0.01
H 3.39931 -2.66421 -0.84385 -0.1960 0.0404 0.1374 0.00
C 3.35900 0.01179 -2.01014 0.1567 -0.0183 -0.1239 0.01
C 0.69092 2.97802 -2.70677 0.6972 -0.7069 0.0928 0.03
H 2.01514 -3.55298 -0.18121 0.2624 0.1604 -0.1080 0.00
H 1.25673 -1.67396 -4.00883 0.0955 -0.2142 0.1900 0.00
H -1.05875 1.17216 3.17550 0.1858 -0.0118 -0.4220 0.00
H -1.09661 4.30834 -0.55602 -0.0150 -0.5274 -0.3165 0.01
O 2.19841 1.41847 3.34932 -0.1817 0.2602 -0.2527 0.00
C -1.53064 0.85727 2.24411 -0.7929 0.3016 -0.0114 0.00
H -3.42314 3.26079 -2.35135 0.1047 0.1122 0.2209 0.00
H -2.29451 0.67658 -4.83961 0.1392 0.1166 0.3436 0.00
C 0.95882 1.96916 5.35997 0.1266 0.1442 0.1964 0.00
H 0.15356 2.63261 5.69700 0.1213 -0.1316 0.0235 0.00
H -3.51539 2.11881 -0.22168 0.1108 -0.4643 0.4320 0.00
H 0.64033 2.69831 3.36069 -0.0003 0.2641 0.0823 0.00
H -1.96146 2.88965 1.51306 -0.2699 -0.7711 0.1574 0.00
H -2.54937 2.32157 -4.25261 0.2306 -0.2069 0.0574 0.00
C 0.17338 -3.51836 -3.62272 -0.1891 -0.3319 -0.3240 0.04
H -2.33554 0.55107 -2.35855 0.2224 0.2363 -0.0896 0.00
H 0.36686 5.07975 -2.14852 0.1209 -0.0873 -0.0580 0.00
H 0.57012 0.94369 5.29101 0.1012 0.2810 -0.0369 0.00
C 2.38059 -1.67658 0.86236 -0.0616 0.1605 0.4363 0.00
C 1.48577 2.45534 4.01839 0.0441 -0.2312 0.0837 0.00
H 3.63541 1.05625 -2.19510 -0.0665 -0.1976 0.0250 0.00
H 2.10321 3.35489 4.15210 -0.3261 -0.2494 -0.1047 0.00
C -1.25432 -3.21156 0.86047 -2.3007 0.2494 2.0890 0.01
H -0.94959 1.81421 -4.84597 -0.2388 -0.0375 0.1967 0.00
H 5.09172 2.98821 2.46247 -0.1209 -0.0044 0.0641 0.00
H -0.74375 0.14759 -2.94930 -0.1595 0.3173 0.0863 0.00
H 1.59751 2.77357 -2.12588 -0.1099 -0.1119 -0.1522 0.00
C -2.25612 -2.28055 0.29030 -0.3719 -0.4211 3.3365 0.09
H -2.43501 -5.64329 -0.21749 0.0411 0.0302 0.1040 0.00
H 1.47230 0.48178 -1.00298 0.3236 -0.4116 -0.2805 0.00
C 1.84250 -0.11554 -1.85553 -0.4172 0.3133 0.2111 0.01
C 2.40040 -2.54758 -0.40131 -0.0030 -0.4536 -0.6000 0.02
H 0.75406 2.38566 -3.62875 0.1138 0.1594 0.1228 0.00
H 0.57414 -4.52876 -3.73170 -0.2920 0.0615 0.1190 0.00
C -3.12038 0.03511 0.06712 0.6854 -1.0929 0.4676 0.00
H -0.61534 -3.53038 -2.83435 0.3007 -0.1658 -0.5229 0.02
H -3.59834 4.18152 -0.82649 0.0091 0.0176 -0.1994 0.03
H 1.78353 -0.76177 0.74783 0.1360 -0.1506 0.0915 0.00
N -3.20984 -6.35532 2.99715 -0.4500 -0.1553 0.1115 0.01
H -2.75345 -5.21263 4.71755 -0.0179 -0.3497 -0.6579 0.00
H -2.86294 4.94067 -2.21788 -0.0378 -0.1055 0.0526 0.03
C 4.09164 3.02010 2.90552 -0.0104 -0.0009 0.0257 0.00
C 1.30485 -2.53925 -3.32994 0.9622 0.2184 -0.1598 0.05
H 3.71039 -0.57981 -2.86280 0.0355 0.1120 0.1291 0.00
Br 0.33322 2.24613 0.50516 1.8866 -0.5221 -2.6365 0.13
C -2.35475 -0.89810 0.80237 -0.0629 0.4089 -0.5389 0.01
C -1.82869 1.49445 -4.27148 0.1284 0.5130 -0.2304 0.00
H 3.70279 1.07369 2.06799 0.0670 0.1040 0.1765 0.00
C -2.97071 1.37118 0.36838 0.0315 1.1061 -0.3488 0.01
H -3.77115 -0.33405 -0.73315 0.1544 0.2683 0.2885 0.00
Pt -0.70151 -2.43105 -0.92823 0.0435 -0.8797 -2.4959 0.53
H 0.02281 4.76374 -3.85495 0.0226 -0.2963 0.2863 0.00
H -1.42266 -3.54355 3.44133 -0.1040 -0.3613 -0.1504 0.00
H -1.12017 -1.22962 2.54476 -0.2712 0.2528 0.0928 0.00
C -1.87513 -4.39092 2.91472 -0.4511 0.1514 -0.1986 0.01
H 1.33333 0.28657 -2.74305 0.2217 -0.1774 0.0728 0.00
C -1.82984 -4.45476 1.50336 0.2360 -0.6391 -0.1770 0.00
P 1.26729 -1.84333 -1.66267 1.9510 1.2091 0.1425 0.14
H 4.16237 1.04680 3.78429 0.0074 0.1717 -0.2450 0.00
H 1.93538 -2.23698 1.69201 0.1482 0.1666 -0.1312 0.00
C -1.64058 -0.48521 1.94830 -0.0698 0.0849 -0.5803 0.00
H -0.30048 -3.23657 -4.56801 -0.0591 -0.2147 0.2040 0.00
P -0.68469 2.19331 -1.73859 1.2430 3.1362 1.2579 0.07
C 3.57656 1.59524 3.02830 0.2647 -0.3571 0.2010 0.00
H 4.18767 3.51332 3.88069 -0.0601 -0.0511 -0.2838 0.00
H -0.50719 -2.82889 1.58080 -0.4046 0.3295 -0.6306 0.00
H 3.90242 -0.31590 -1.11698 -0.1947 0.0648 -0.1573 0.00
C -2.07155 1.80656 1.34530 -2.1467 -0.4149 1.4622 0.01
C 0.66617 4.48010 -3.01034 -0.2453 0.3138 -0.1742 0.01
C -2.93712 3.98049 -1.68294 -0.7652 0.2771 -0.2148 0.09
C -2.44372 -5.53166 0.86248 -0.4768 -0.2729 0.6965 0.01
H 2.29389 -2.99122 -3.46576 -0.1270 0.0058 -0.2406 0.01
H -3.63115 -7.34220 1.23347 0.1659 0.2790 0.0680 0.00
C -1.60924 3.59663 -1.21387 -0.4260 -0.1648 -0.6049 0.55
H 1.68207 4.78941 -3.28271 -0.1970 -0.1274 0.0828 0.00
C -2.63943 -5.32664 3.62645 0.7174 0.2976 -0.8494 0.00
H 3.38726 -1.36919 1.17731 -0.2894 -0.1606 -0.1754 0.00
H 1.75356 1.99665 6.11909 -0.2518 -0.1429 -0.1967 0.00
C -3.13534 -6.47221 1.66877 0.7913 0.8464 0.1313 0.00
H 3.44946 3.61974 2.24869 0.1268 -0.0261 0.1322 0.00
```
Positions in Å, forces in eV/Å.

Computed properties:
DFT total energy: -4640.26582 Eh
Kohn-Sham gap (alpha / beta): 5.7 / 5.4 eV
Net charge: +2
Lowest unoccupied orbital energy (alpha / beta): -7.730 / -8.076 eV
Expectation value of S²: 2.01
Multiplicity: 3
Energy relative to the best compared isomer or geometry (same formula, charge and spin): 0.0 kcal/mol
HOMO energy (alpha / beta): -0.4949 / -0.4944 Eh

---

3.
This record from the Open Molecules 2025 dataset describes C25H26FN7O2 in the gas phase. The level of theory is the ωB97M-V functional and the def2-TZVPD basis.

Structure (XYZ):
```
61
Properties=species:S:1:pos:R:3:forces:R:3:lowdin_charge:R:1
H 5.34188 3.17737 -0.79734 -0.1076 -0.0014 -0.0785 0.12
C -7.66678 0.36839 -1.14844 0.1156 -0.0445 0.0652 -0.28
H 3.96518 2.63464 -1.76324 0.0474 0.0553 0.0020 0.11
F -8.67143 0.64107 -2.00540 0.0694 -0.0082 0.0612 0.06
C 4.99549 -0.87543 -0.46367 -0.0660 -0.6668 -0.1135 -0.37
H -6.25820 0.03099 -2.71726 -0.0134 0.0100 -0.1169 0.12
C -5.39403 -0.22862 -0.76510 -0.0309 0.0093 0.1613 -0.02
H -7.05475 0.16493 2.14818 -0.0355 0.0255 0.1347 0.12
C 2.92447 1.19399 0.25841 -0.2398 0.2822 -0.1531 -0.43
C 5.58769 1.16175 -1.61445 0.0470 0.0777 -0.2425 -0.12
H 4.23864 -3.12132 1.72137 -0.0733 -0.1072 0.0243 0.11
C -2.97461 -2.89789 0.57819 -0.0602 0.1254 0.1095 -0.01
H 2.89437 -2.48519 -2.30899 -0.0866 -0.0948 0.0029 0.11
C -6.41881 0.05331 -1.65128 -0.2766 0.0582 -0.0466 0.01
H -3.94988 -2.99086 0.09839 -0.0470 -0.1029 -0.0294 0.08
N 4.10125 1.87239 0.18488 0.1741 0.2255 0.2100 -0.06
C -2.48036 -1.49642 0.53221 0.4742 -0.3348 -0.2714 -0.22
C 4.21642 -2.59798 0.77343 -0.2689 -0.1712 -0.2054 -0.12
H -4.66772 -1.52832 1.97977 0.1099 0.1497 0.0280 0.13
H -8.89855 0.66549 0.57154 -0.1108 0.0342 0.0098 0.12
N 5.83272 0.19905 -0.56413 0.3291 0.1466 -0.1141 -0.07
C -1.32088 0.42356 0.23085 -0.4544 -0.5013 0.1615 -0.02
N 5.01289 -1.55221 0.68741 0.2069 0.2971 0.1771 0.14
C 4.71561 2.31443 -1.04450 0.0402 -0.0554 -0.1820 -0.11
N 4.27150 -1.20064 -1.54014 0.0733 0.1722 -0.1227 0.13
H -2.31972 2.81330 0.94994 -0.0209 0.0415 0.0151 0.08
H 2.74119 -3.85278 -0.18465 -0.0643 -0.1017 0.0101 0.09
C 6.25461 0.82641 0.66951 0.1083 0.0098 0.1559 -0.12
H 1.82716 2.21346 -1.30896 0.1387 -0.1427 -0.0162 0.13
H -4.57435 0.17635 2.43785 0.0388 -0.1429 -0.0604 0.13
H -4.00076 2.26872 0.76722 -0.0664 0.0653 0.0053 0.09
C -1.29294 -0.99508 0.03699 -0.5676 0.6062 0.3086 -0.10
H 5.08325 0.64064 -2.42705 0.1214 0.1897 0.0461 0.10
H 5.42494 2.62835 1.61263 0.0033 -0.0475 0.0173 0.12
C -4.51297 -0.51619 1.59233 -0.4230 -0.0487 0.1578 -0.08
H 7.11560 1.45927 0.44160 -0.0117 -0.0461 0.0130 0.12
H -3.18103 2.11424 2.32765 -0.0365 0.0612 0.0720 0.09
H 4.57044 1.12219 2.03873 0.1180 0.1104 -0.0735 0.12
H -2.27087 -3.54084 0.05744 -0.0010 -0.0748 -0.0272 0.08
O 2.54890 0.65271 1.27564 -0.1869 -0.2085 0.0898 0.09
N -3.19745 -0.43629 1.02145 0.3671 0.0762 -0.0375 -0.02
O -0.12243 2.46285 -0.07492 0.0098 0.1338 0.1452 0.07
N 0.82449 0.50939 -0.73182 -0.0564 0.6424 -0.0489 -0.06
C 3.48153 -2.25206 -1.43047 -0.0212 -0.2124 0.2192 -0.15
C 3.40000 -3.00623 -0.27097 0.1133 0.0073 0.0208 -0.06
C -0.20385 1.24717 -0.16563 -0.0770 0.0286 -0.1187 -0.36
H -4.41568 -0.47094 -1.15168 0.1448 -0.0110 -0.0260 0.12
C -3.04374 2.05933 1.24669 -0.0596 0.0063 0.0438 0.01
H 2.58272 0.64376 -1.80385 -0.0664 0.1209 0.0341 0.12
C -5.61377 -0.19227 0.60521 0.0312 0.0138 -0.0090 -0.20
C 2.06672 1.18942 -1.01129 -0.1588 0.0279 0.1156 -0.04
C -0.13659 -1.55041 -0.57589 0.2311 0.0589 -0.0999 -0.07
H -0.03556 -2.60599 -0.77860 0.0622 -0.1396 -0.0303 0.11
H 6.54758 1.54625 -1.97085 -0.0700 0.0037 -0.0285 0.12
C -7.91394 0.41250 0.21215 -0.0962 0.0167 -0.1958 0.00
C -2.51893 0.73430 0.83848 0.4442 0.3566 -0.1741 -0.19
N 0.85869 -0.81517 -0.92456 0.0872 -0.9535 -0.1789 0.11
H -3.06233 -3.25427 1.60629 -0.0260 -0.1016 0.0125 0.09
C -6.87845 0.13191 1.08312 0.1454 -0.0537 -0.1170 -0.03
C 5.07763 1.66120 1.23788 -0.0379 -0.0751 0.3053 -0.10
H 6.54776 0.04838 1.37164 0.0672 0.2020 -0.0168 0.11
```
Positions in Å, forces in eV/Å.

Computed properties:
DFT total energy: -1601.94506 Eh
Kohn-Sham gap: 8.3 eV
Net charge: 0
Lowest unoccupied orbital energy: 0.579 eV
Energy relative to the best compared isomer or geometry (same formula, charge and spin): 3.7 kcal/mol
SMILES: Cc1c2cnn(CC(=O)N3CCN(c4ncccn4)CC3)c(=O)c2c(C)n1Cc1ccc(F)cc1
HOMO energy: -0.2830 Eh

---

4.
This record from the Open Molecules 2025 dataset describes a molecular structure, C3H2MgO3 in a non-equilibrium geometry. The level of theory is the ωB97M-V functional and the def2-TZVPD basis.

Structure (XYZ):
```
9
Properties=species:S:1:pos:R:3:forces:R:3:lowdin_charge:R:1
O 0.19199 -0.60056 -0.06422 0.2361 0.4550 0.1843 0.06
C -2.08142 -0.12384 -0.18572 -0.6701 2.6904 -2.1186 -0.20
O -2.71936 0.00258 0.81737 0.3181 -0.8810 -0.3581 0.19
C -0.68042 0.35408 -0.24491 0.9340 -0.4488 1.6649 0.00
C 1.45164 -0.05642 0.19470 0.4983 -0.3074 -0.5075 -0.14
H -2.37224 -0.01904 -1.29638 -1.0478 -1.2602 1.0249 0.18
H 3.18505 -0.67779 0.44884 0.3436 -0.1449 0.1838 0.20
Mg 0.75459 2.10969 0.01527 -0.3217 -0.3980 -0.0779 1.43
O 2.27018 -0.98869 0.31506 -0.2904 0.2950 0.0042 0.28
```
Positions in Å, forces in eV/Å.

Computed properties:
DFT total energy: -540.46309 Eh
Kohn-Sham gap: 7.3 eV
Net charge: +2
Lowest unoccupied orbital energy: -11.469 eV
Energy relative to the best compared isomer or geometry (same formula, charge and spin): 42.3 kcal/mol
HOMO energy: -0.6891 Eh

---

Q: Which formula does entry 3 have?
A: C25H26FN7O2

---

Q: net charge of number 3 (C25H26FN7O2)?
A: 0

---

Q: Number 3 is which compound?
A: C25H26FN7O2

---

Q: Which value of DFT total energy does entry 1 give?
A: -1829.67075 Eh